Below is a structure of composition C63H62BaN9O3P2, with properties calculated with wB97M-V/def2-TZVPD.

The geometry in XYZ format:
```
140
Properties=species:S:1:pos:R:3:lowdin_charge:R:1
Ba -0.557 -0.778 -0.629 1.55
N -1.790 1.469 1.931 0.06
C -1.335 2.416 2.855 -0.35
C -2.212 3.008 3.761 -0.04
C -1.764 3.952 4.666 -0.08
C -0.434 4.334 4.662 -0.08
C 0.451 3.732 3.787 -0.07
C 0.026 2.755 2.896 -0.31
P 1.226 1.758 1.898 1.11
C 2.130 1.003 3.304 -0.37
C 3.504 0.793 3.226 -0.12
C 4.174 0.139 4.243 -0.07
C 3.482 -0.328 5.347 -0.09
C 2.115 -0.121 5.433 -0.10
C 1.438 0.529 4.416 -0.11
C 2.397 3.080 1.393 -0.36
C 2.337 3.470 0.058 -0.10
C 3.112 4.517 -0.406 -0.08
C 3.946 5.197 0.466 -0.07
C 4.044 4.789 1.788 -0.07
C 3.288 3.726 2.249 -0.11
H -2.782 1.285 2.011 0.09
H -1.549 1.717 0.981 0.02
H -3.255 2.721 3.748 0.11
H -2.455 4.397 5.365 0.11
H -0.077 5.082 5.352 0.11
H 1.489 4.023 3.804 0.09
H 4.050 1.156 2.367 0.10
H 5.242 -0.003 4.175 0.11
H 3.999 -0.852 6.135 0.11
H 1.572 -0.461 6.302 0.11
H 0.370 0.685 4.494 0.10
H 1.689 2.925 -0.618 0.07
H 3.066 4.808 -1.445 0.10
H 4.529 6.036 0.116 0.11
H 4.710 5.302 2.467 0.11
H 3.414 3.391 3.270 0.10
O -6.760 4.505 -0.891 0.13
C -6.908 3.554 -1.830 -0.48
O -7.831 3.588 -2.597 0.13
C -5.893 2.458 -1.864 -0.12
C -4.663 2.496 -1.203 -0.01
C -3.787 1.438 -1.302 -0.02
C -4.103 0.302 -2.053 -0.29
C -5.323 0.284 -2.743 0.01
C -6.200 1.339 -2.640 0.00
N -3.133 -0.661 -2.202 0.01
C -3.372 -1.866 -2.537 -0.11
C -2.296 -2.768 -2.910 -0.27
C -2.585 -3.904 -3.675 0.01
C -1.545 -4.671 -4.169 -0.03
C -0.243 -4.287 -3.878 -0.02
C -0.053 -3.187 -3.056 -0.13
N -1.041 -2.453 -2.580 -0.08
H -6.005 4.354 -0.308 0.10
H -4.356 3.369 -0.638 0.12
H -2.820 1.479 -0.828 0.06
H -5.559 -0.543 -3.394 0.11
H -7.143 1.331 -3.168 0.13
H -4.382 -2.275 -2.619 0.14
H -3.611 -4.148 -3.903 0.12
H -1.748 -5.540 -4.779 0.12
H 0.604 -4.828 -4.266 0.11
H 0.944 -2.879 -2.768 0.10
C 1.808 -5.872 -1.550 -0.10
C 0.857 -5.619 -0.574 -0.08
C 0.942 -4.472 0.196 -0.11
C 1.972 -3.558 -0.012 -0.41
C 2.922 -3.821 -0.991 -0.10
C 2.847 -4.977 -1.749 -0.07
P 2.086 -2.136 1.147 1.05
C 2.998 -3.122 2.423 -0.36
C 2.590 -3.030 3.748 -0.11
C 3.197 -3.792 4.732 -0.08
C 4.220 -4.662 4.398 -0.08
C 4.633 -4.767 3.079 -0.06
C 4.027 -4.005 2.097 -0.09
C 3.431 -1.123 0.436 -0.35
C 4.642 -1.050 1.087 -0.12
C 5.686 -0.254 0.601 -0.07
C 5.524 0.435 -0.567 -0.03
C 4.302 0.385 -1.265 -0.18
C 4.176 1.045 -2.503 -0.05
C 3.007 0.967 -3.197 -0.09
C 1.900 0.306 -2.637 -0.21
C 1.943 -0.332 -1.417 -0.34
C 3.195 -0.353 -0.743 -0.25
H 1.747 -6.769 -2.150 0.11
H 0.062 -6.331 -0.406 0.11
H 0.211 -4.286 0.976 0.10
H 3.721 -3.111 -1.159 0.11
H 3.611 -5.189 -2.482 0.11
H 1.811 -2.330 4.012 0.06
H 2.875 -3.708 5.761 0.11
H 4.701 -5.255 5.161 0.11
H 5.434 -5.444 2.816 0.11
H 4.372 -4.083 1.074 0.11
H 4.795 -1.609 1.999 0.09
H 6.613 -0.204 1.152 0.11
H 6.332 1.016 -0.990 0.11
H 5.020 1.603 -2.883 0.11
H 2.911 1.443 -4.164 0.10
H 0.977 0.340 -3.200 0.03
C -3.035 2.679 -5.018 -0.05
N -1.700 2.194 -4.723 -0.18
C -1.609 0.754 -4.799 -0.06
C -1.010 2.804 -3.681 -0.46
N -0.673 2.135 -2.641 0.15
N -0.727 4.129 -3.890 -0.16
C -0.550 4.681 -5.213 -0.05
C -0.153 4.929 -2.836 -0.06
H -3.783 2.152 -4.412 0.08
H -3.256 2.509 -6.073 0.09
H -3.104 3.744 -4.813 0.09
H -1.973 0.441 -5.777 0.09
H -2.190 0.259 -4.019 0.05
H -0.568 0.455 -4.707 0.08
H -0.035 2.643 -2.036 0.02
H -0.841 3.953 -5.964 0.09
H 0.501 4.952 -5.361 0.09
H -1.153 5.584 -5.328 0.09
H 0.934 4.812 -2.765 0.08
H -0.601 4.678 -1.875 0.09
H -0.365 5.973 -3.056 0.09
C -5.721 -3.414 1.410 -0.01
N -4.434 -3.137 2.004 -0.05
C -4.033 -3.731 3.140 -0.04
C -2.829 -3.443 3.697 0.00
C -2.017 -2.484 3.022 -0.39
N -2.396 -1.947 1.877 0.14
C -3.587 -2.232 1.326 -0.52
O -3.964 -1.744 0.275 0.03
N -0.841 -2.099 3.525 0.19
H -6.302 -4.052 2.072 0.09
H -5.588 -3.904 0.444 0.10
H -6.250 -2.476 1.237 0.10
H -4.714 -4.441 3.588 0.14
H -2.499 -3.912 4.607 0.11
H -0.507 -2.463 4.399 0.11
H -0.309 -1.397 3.032 0.06
```

E_LUMO: -3.1 eV
total charge: +1
highest occupied orbital energy: -9.21 eV
energy relative to the best compared isomer or geometry (same formula, charge and spin): 1.597 eV
Kohn-Sham gap: 0.224 Eh